The following is a DFT calculation (the ωB97M-V functional and the def2-TZVPD basis) of C17H31Cl3O2P2Zr as an isolated structure in a non-equilibrium geometry.

Output
* strongest force on any atom: 3.6 eV Å⁻¹
* Kohn-Sham gap (spin up / spin down): 2.0 / 2.0 eV
* lowest unoccupied orbital energy (spin up / spin down): -10.15 / -10.15 eV
* ΔE to the lowest compared entry with this formula, charge and spin: 299.2 kJ/mol
* HOMO energy (spin up / spin down): -12.15 / -12.16 eV
* energy: -2926.376223 Ha

```
! RIJCOSX wB97M-V def2-TZVPD def2/J DEFGRID3
* xyz 2 1
P -0.476 -1.559 -2.126
P 0.256 1.664 -2.339
C -0.467 -0.683 -3.780
C 0.404 0.594 -3.828
H -1.518 -0.464 -4.018
H -0.102 -1.428 -4.501
H 1.471 0.343 -3.935
H 0.120 1.232 -4.673
C -1.381 2.450 -2.532
H -1.570 3.117 -1.677
H -2.163 1.676 -2.571
H -1.385 3.035 -3.462
C 1.428 3.054 -2.449
H 1.158 3.701 -3.292
H 2.441 2.651 -2.593
H 1.398 3.635 -1.512
C -1.306 -3.154 -2.434
H -1.148 -3.811 -1.566
H -0.870 -3.600 -3.337
H -2.376 -2.961 -2.568
C 1.260 -2.209 -2.268
H 1.975 -1.373 -2.266
H 1.360 -2.786 -3.197
H 1.462 -2.856 -1.401
Zr -1.855 -1.084 3.738
C 0.859 2.066 0.960
C -0.442 1.697 1.048
C -1.221 0.672 0.324
C -1.431 -0.793 0.818
C -0.189 -1.640 0.635
C 1.129 -1.278 0.547
C 1.642 -0.041 -0.063
C 1.991 1.120 0.875
C -0.152 -2.384 3.906
H 1.125 3.051 1.354
H -1.047 2.242 1.777
H -0.862 0.561 -0.712
H -2.219 1.093 0.137
H -2.111 -0.837 1.817
H -2.179 -1.210 0.113
H -0.390 -2.735 0.708
H 1.897 -2.001 0.884
H 0.902 0.298 -0.821
H 2.546 -0.271 -0.650
H 2.239 0.750 1.870
H 2.890 1.613 0.507
H 0.759 -1.805 4.107
H 0.093 -3.060 3.086
H -0.358 -2.967 4.817
Cl 1.080 2.704 6.764
C 0.174 1.515 6.032
Cl -0.393 0.219 6.922
Cl -3.940 -2.108 4.142
C -0.049 1.510 4.629
O 0.605 2.192 3.854
O -1.061 0.644 4.203
*
```